C29H36Br63N2OS2 | ωB97M-V with the def2-TZVPD basis set

Each line ends with the Mulliken charge.
CARTESIAN COORDINATES (ANGSTROEM)
C  9.0318  -2.2791  1.0412  -1.348
C  7.5378  -2.0315  1.5420  0.880
C  7.0769  -0.6822  0.8712  -0.890
C  5.6714  -0.8256  0.2180  -0.724
S  4.3078  -0.9238  1.4678  0.368
C  2.8605  -0.1314  0.6303  -0.402
C  1.6425  -1.1091  0.6301  -0.796
S  0.6821  -1.0156  2.2266  0.092
C  -0.8939  -1.7850  1.7684  0.300
N  -1.4479  -2.9248  2.1453  -0.405
N  -2.6029  -2.9498  1.4341  -0.283
C  -2.7017  -1.8844  0.6734  0.447
O  -1.5866  -1.0568  0.8550  -0.143
H  9.5573  -1.3090  1.2113  0.354
H  8.9960  -2.5085  -0.0443  0.375
H  9.4698  -3.1049  1.6242  0.237
H  7.5823  -1.9456  2.6560  -0.282
H  6.9090  -2.9018  1.2555  -0.030
H  7.7956  -0.3883  0.0713  0.430
H  7.1056  0.1306  1.6315  0.315
H  5.4775  0.1217  -0.3458  0.495
H  5.6089  -1.6452  -0.5232  0.413
H  3.9667  -2.2438  1.6304  0.061
H  2.6259  0.8732  1.0334  0.435
H  3.1331  0.0220  -0.4423  0.273
H  1.9281  -2.1766  0.5261  0.448
H  0.9376  -0.7807  -0.1591  0.260
H  -3.5082  -1.5283  -0.0352  -0.026
C  2.6155  -1.5080  -4.1125  0.032
Br  2.7487  -3.0430  -2.9350  -0.047
Br  1.2903  -0.2387  -3.4970  0.028
Br  4.3328  -0.6677  -4.3979  0.075
H  2.2779  -1.8745  -5.0761  -0.066
C  -5.3226  -1.1398  -2.8946  0.558
Br  -6.3480  -2.5715  -2.1112  0.113
Br  -4.0892  -0.3713  -1.6141  0.067
Br  -4.4310  -1.6926  -4.5155  0.021
H  -6.0213  -0.3594  -3.1692  -0.738
C  5.3139  -4.2317  4.3984  -0.314
Br  6.7637  -3.0352  4.8392  0.025
Br  3.6335  -3.6419  5.1462  0.071
Br  5.1893  -4.5170  2.4923  0.012
H  5.5442  -5.1899  4.8504  0.318
C  -4.3922  2.1679  1.4522  0.185
Br  -2.7667  1.1205  1.4773  0.195
Br  -5.7037  1.4842  2.6947  -0.033
Br  -4.0432  4.0518  1.7368  -0.077
H  -4.8149  2.0709  0.4584  -0.172
C  5.8660  0.9287  -7.9468  -0.388
Br  7.1437  -0.2833  -7.1392  -0.041
Br  4.3227  -0.0084  -8.6385  -0.016
Br  5.3573  2.3508  -6.7386  0.037
H  6.3588  1.3921  -8.7916  0.372
C  0.3583  -4.5004  -7.0127  -0.370
Br  0.4924  -6.0312  -5.8417  -0.009
Br  -0.9585  -3.2289  -6.3895  0.011
Br  2.0787  -3.6636  -7.2984  -0.030
H  0.0194  -4.8643  -7.9740  0.378
C  1.2776  1.5473  5.7328  -0.207
Br  0.4022  2.9369  4.7160  -0.010
Br  0.1184  0.0224  6.0111  -0.017
Br  2.9699  1.0328  4.9427  0.002
H  1.4993  1.9602  6.7101  0.190
C  2.1472  4.8116  -7.2328  -0.370
Br  1.9099  3.0694  -6.4302  0.058
Br  3.6467  5.7807  -6.4867  0.032
Br  2.2624  4.6971  -9.1586  -0.022
H  1.2586  5.3842  -7.0016  0.336
C  -8.1501  2.2259  -3.2295  -0.028
Br  -9.9803  2.7539  -2.9184  -0.002
Br  -7.2803  1.6478  -1.6000  0.037
Br  -8.0113  0.8986  -4.6286  -0.055
H  -7.6216  3.1056  -3.5738  -0.006
C  4.1961  7.8330  -2.9958  -0.434
Br  3.3707  9.2838  -3.9680  0.005
Br  2.9843  6.3532  -2.7119  0.075
Br  5.8310  7.2352  -3.8360  -0.044
H  4.4588  8.2148  -2.0183  0.381
C  6.3956  -8.5031  2.9658  -0.320
Br  7.8246  -7.2832  3.4302  0.006
Br  4.7044  -7.9379  3.7134  -0.042
Br  6.2776  -8.7785  1.0569  -0.003
H  6.6363  -9.4594  3.4113  0.357
C  1.9342  0.1847  9.5588  0.418
Br  3.5529  -0.8715  9.5569  -0.005
Br  0.6330  -0.4966  10.8130  0.071
Br  2.3000  2.0618  9.8494  -0.065
H  1.5002  0.0965  8.5744  -0.367
C  -2.5079  4.5055  -1.8147  -0.305
Br  -0.8338  5.4606  -1.6847  -0.014
Br  -3.5089  4.9894  -3.3964  0.052
Br  -2.2332  2.5957  -1.6958  0.181
H  -3.1081  4.7931  -0.9603  0.124
C  1.7097  -4.5001  10.4442  -0.133
Br  0.5731  -4.3263  8.8894  0.000
Br  0.9934  -5.7607  11.7209  -0.019
Br  3.5302  -4.9295  9.9549  -0.024
H  1.7318  -3.5321  10.9305  0.151
C  -3.1615  1.1199  12.6085  -0.321
Br  -1.4944  2.0878  12.7384  -0.018
Br  -4.1542  1.6117  11.0247  -0.003
Br  -2.8883  -0.7916  12.7203  -0.027
H  -3.7625  1.4055  13.4617  0.345
C  -7.2331  5.1019  -6.3837  -0.358
Br  -8.3237  3.9789  -7.5151  -0.011
Br  -8.0934  5.4657  -4.6904  0.160
Br  -5.4584  4.3705  -6.1416  -0.052
H  -7.1197  6.0517  -6.8931  0.365
C  -10.8928  7.2322  -2.4250  -0.181
Br  -9.2246  7.0680  -1.4610  -0.015
Br  -12.4204  7.0853  -1.2504  -0.028
Br  -10.9479  8.8475  -3.4830  0.016
H  -10.9428  6.3993  -3.1160  0.181
C  -5.6293  -6.3977  -4.5925  -0.358
Br  -6.7377  -6.2591  -3.0150  -0.026
Br  -6.5779  -5.8565  -6.1871  -0.010
Br  -3.9636  -5.4360  -4.3860  0.022
H  -5.3782  -7.4432  -4.7122  0.346
C  -8.1410  -2.6254  1.7302  -0.273
Br  -9.0121  -2.5785  3.4543  -0.038
Br  -6.2126  -2.6390  1.9021  0.013
Br  -8.7816  -4.0939  0.6432  -0.023
H  -8.4072  -1.7111  1.2154  0.285
C  12.1581  -4.0114  4.0792  -0.320
Br  10.3300  -3.4041  4.2630  0.029
Br  12.8819  -4.6213  5.7627  -0.021
Br  12.3273  -5.3497  2.6953  -0.023
H  12.7469  -3.1578  3.7702  0.351
C  -10.2510  7.9952  -7.7337  -0.282
Br  -11.3008  6.5635  -6.9672  -0.023
Br  -9.0316  8.7578  -6.4427  -0.069
Br  -9.3334  7.4333  -9.3398  -0.030
H  -10.9416  8.7778  -8.0192  0.360

Values from the calculation:
- HOMO level: -11.16 eV
- Net charge: +1
- Kohn-Sham gap: 8.675 eV
- Max |F|: 3.0 eV Å⁻¹
- DFT total energy: -164270.068230 a.u.
- LUMO energy: -2.49 eV

---

C7H22N4O5P | ωB97M-V with the def2-TZVPD basis set

Each line ends with the natural charge from an NBO analysis.
CARTESIAN COORDINATES (ANGSTROEM)
C  -4.5899  -0.8165  -1.7957  -0.258
O  -3.8034  -1.9056  -1.3469  -0.532
C  -2.4771  -1.5722  -1.0345  -0.049
C  -2.3212  -0.7031  0.2244  -0.438
C  -1.0901  -1.0884  1.0542  -0.395
C  -0.4850  0.1134  1.7852  -0.429
C  0.9213  -0.1800  2.3214  -0.232
N  1.9783  0.5057  1.4807  -0.556
N  3.1359  -0.3775  1.3966  -0.616
P  2.4831  2.0718  2.1899  2.450
O  2.6628  1.8929  3.6151  -1.030
O  1.3226  3.0002  1.6747  -0.974
O  3.8054  2.5001  1.4447  -0.966
H  -4.7187  -0.8539  -2.8808  0.179
H  -5.5731  -0.8838  -1.3322  0.198
H  -4.1575  0.1502  -1.5246  0.163
H  -1.9416  -2.5131  -0.8945  0.187
H  -1.9913  -1.0666  -1.8822  0.151
H  -3.2421  -0.7403  0.8079  0.227
H  -2.2149  0.3439  -0.0775  0.190
H  -0.3433  -1.5419  0.3964  0.196
H  -1.4072  -1.8058  1.8127  0.221
H  -1.1138  0.3539  2.6431  0.234
H  -0.4828  0.9972  1.1426  0.221
H  1.0459  0.1122  3.3603  0.255
H  1.1493  -1.2406  2.2435  0.242
H  1.6287  0.5947  0.5126  0.503
H  3.6196  -0.3138  2.2929  0.389
H  3.7647  -0.0044  0.6915  0.364
H  1.5854  3.9316  1.6359  0.540
H  3.8521  2.3385  0.4919  0.523
C  1.1387  0.0570  -2.3546  0.798
O  1.1545  0.6076  -1.2448  -0.765
N  2.0850  -0.8305  -2.7405  -0.818
N  0.1590  0.3218  -3.2447  -0.815
H  2.0787  -1.2812  -3.6372  0.408
H  2.8203  -1.0538  -2.0970  0.407
H  -0.5484  0.9821  -2.9774  0.419
H  0.1100  -0.1016  -4.1531  0.407

Values from the calculation:
- HOMO level: -11.96 eV
- Net charge: +1
- Kohn-Sham gap: 8.873 eV
- Max |F|: 0.7 eV Å⁻¹
- DFT total energy: -1216.361125 a.u.
- LUMO energy: -3.09 eV

---

H3N2O2S | ωB97M-V with the def2-TZVPD basis set

Each line ends with the natural charge from an NBO analysis.
CARTESIAN COORDINATES (ANGSTROEM)
N  -0.2045  1.2128  -0.7628  -1.251
S  0.5323  -0.0099  -0.0864  2.290
N  -0.8342  -0.8344  0.6690  -1.039
O  1.5091  0.4360  0.9758  -1.029
O  1.1632  -1.0602  -0.8802  -1.022
H  0.4660  1.8539  -0.3679  0.346
H  -1.1566  -1.4482  -0.0485  0.349
H  -1.4753  -0.1499  0.5009  0.356

Values from the calculation:
- SMILES: N=[S@](N)(=O)[O-]
- HOMO level: -4.18 eV
- Net charge: -1
- Kohn-Sham gap: 8.456 eV
- Max |F|: 3.8 eV Å⁻¹
- Relative energy (zero: lowest compared OMol25 entry of this formula, charge and spin): 10.94 kcal per mole
- DFT total energy: -659.993055 a.u.
- LUMO energy: 4.28 eV

---

C8H10NO | ωB97M-V with the def2-TZVPD basis set

Each line ends with the natural charge from an NBO analysis.
CARTESIAN COORDINATES (ANGSTROEM)
C  -0.3456  -0.6039  -2.5473  -0.226
C  -0.3808  -1.9357  -2.1642  -0.131
C  -0.1240  0.4066  -1.6471  -0.174
C  -0.3150  -2.2554  -0.8038  -0.262
C  -0.0106  0.0769  -0.3246  -0.220
C  -0.1249  -1.2577  0.0787  0.314
C  0.2130  0.5771  1.0787  0.459
C  1.5328  1.1873  1.5715  -0.678
N  -0.9532  1.3148  1.6245  -0.732
O  -0.0375  -1.1360  1.4930  -0.492
H  -0.2840  -0.4173  -3.6139  0.239
H  -0.6520  -2.6168  -2.8667  0.229
H  -0.0492  1.5103  -1.9033  0.228
H  -0.3967  -3.3739  -0.4371  0.254
H  1.5856  2.2735  1.4857  0.244
H  2.4716  0.7064  1.1623  0.291
H  1.5011  0.9873  2.6006  0.243
H  -1.5119  0.7007  2.2526  0.487
H  -1.5699  1.6819  0.8559  0.468
H  -0.5487  2.1737  2.1043  0.457

Values from the calculation:
- HOMO level: -12.56 eV
- Net charge: +1
- Kohn-Sham gap: 8.754 eV
- Max |F|: 4.4 eV Å⁻¹
- Relative energy (zero: lowest compared OMol25 entry of this formula, charge and spin): 66.59 kcal per mole
- DFT total energy: -440.485319 a.u.
- LUMO energy: -3.80 eV

---

C3H5NS | ωB97M-V with the def2-TZVPD basis set

Each line ends with the natural charge from an NBO analysis.
CARTESIAN COORDINATES (ANGSTROEM)
C  -0.1013  -1.2086  0.8323  -0.766
S  -0.7032  0.4270  1.0910  0.267
C  0.2273  1.1725  -0.2209  -0.667
C  -0.0497  0.5734  -1.5347  0.256
N  -0.5834  0.3020  -2.5152  -0.303
H  -0.7018  -1.7871  1.5680  0.240
H  -0.2565  -1.5509  -0.1620  0.234
H  0.9055  -1.1914  1.2277  0.218
H  1.2618  1.0128  0.0619  0.244
H  0.0013  2.2503  -0.3481  0.276

Values from the calculation:
- SMILES: CSCC#N
- HOMO level: -9.24 eV
- Net charge: 0
- Kohn-Sham gap: 9.984 eV
- Max |F|: 2.4 eV Å⁻¹
- Relative energy (zero: lowest compared OMol25 entry of this formula, charge and spin): 7.74 kcal per mole
- DFT total energy: -570.222206 a.u.
- LUMO energy: 0.75 eV

---

C6H7Br2N4 | ωB97M-V with the def2-TZVPD basis set

Each line ends with the natural charge from an NBO analysis.
CARTESIAN COORDINATES (ANGSTROEM)
C  1.5348  -0.8491  1.7982  0.026
C  0.7087  -1.3397  0.7928  -0.044
C  1.7614  1.1096  0.6184  0.104
C  0.8743  0.7186  -0.4117  0.027
C  0.3989  1.3005  -1.5472  0.067
C  -0.3515  -0.7482  -1.3788  0.321
N  1.9802  0.4357  1.6743  -0.376
N  0.4187  -0.6218  -0.3206  -0.289
N  -2.2132  0.0341  0.7692  -1.141
N  -0.3083  0.3569  -2.1499  -0.468
Br  0.7901  2.9296  -2.2950  0.233
Br  -1.5025  -2.2155  -1.5151  0.206
H  1.6856  -1.4578  2.6904  0.246
H  0.4061  -2.4244  0.7827  0.253
H  2.1042  2.2006  0.6894  0.233
H  -2.8434  -0.6879  0.3244  0.384
H  -2.0120  0.0055  1.8042  0.392
H  -2.6649  0.9062  0.6677  0.371
H  -0.7670  0.3470  -2.9933  0.455

Values from the calculation:
- HOMO level: -12.64 eV
- Net charge: +1
- Kohn-Sham gap: 8.473 eV
- Max |F|: 3.7 eV Å⁻¹
- Relative energy (zero: lowest compared OMol25 entry of this formula, charge and spin): 23.17 kcal per mole
- DFT total energy: -5599.600860 a.u.
- LUMO energy: -4.16 eV